No. 1
The following is a quantum chemistry calculation of a molecular structure, CH4AsCsF6O in a non-equilibrium geometry, from OMol25.

Geometry (Å):
F: -1.002 -2.065 0.633
H: 2.120 3.606 -1.041
F: -3.544 -3.599 -1.265
F: -3.085 -1.259 -0.462
O: 1.854 2.804 0.841
H: 3.405 2.536 -0.539
As: -2.305 -2.797 -0.335
F: -1.499 -4.322 -0.126
H: 3.277 4.166 0.191
Cs: 0.322 0.379 1.258
F: -3.193 -3.085 1.147
H: 2.341 2.789 1.669
F: -1.410 -2.461 -1.786
C: 2.719 3.310 -0.184

Properties
* gap between HOMO and LUMO: 0.3867 Eh
* net charge: 0
* energy above the lowest of the compared OMol25 structures with the same formula, charge and spin: 0.570 eV

Löwdin atomic charge list, values in e, 4 entries: atom 1 (F): -0.463, atom 2 (H): 0.087, atom 3 (F): -0.255, atom 4 (F): -0.266

=====

No. 2
The following is a quantum chemistry calculation of 2 unconnected molecules or ions with the total composition C18H26FN3O5S in a non-equilibrium geometry, from OMol25.

Geometry (Å):
O: 2.204 -2.988 -5.794
H: -2.663 3.347 6.210
O: 4.416 -3.803 -3.005
C: 1.253 -3.902 -3.778
O: -1.624 -0.649 -4.527
C: -1.364 2.654 4.639
H: 1.706 3.956 4.093
H: 1.187 1.953 -0.367
H: -0.512 4.947 8.165
O: 4.489 -2.163 -4.672
C: 0.342 4.554 5.602
C: 0.279 1.924 2.903
C: 1.240 -0.623 -0.353
O: -2.597 -1.963 -2.980
H: -2.225 4.944 7.684
H: -0.123 -4.042 -5.498
C: -2.111 -0.818 -3.463
H: 0.982 5.316 6.025
N: 2.473 -3.703 -4.613
H: -1.119 0.591 -2.227
H: -1.150 6.234 7.094
H: -0.929 -3.799 -2.577
C: -1.215 5.184 7.369
N: -0.855 4.368 6.183
C: 0.307 0.541 3.061
C: 0.935 1.590 0.621
C: 0.617 2.440 1.654
S: 3.684 -2.865 -3.759
C: -1.255 -3.921 -3.622
H: 2.223 -0.352 -0.733
H: 0.613 3.506 1.469
H: -2.609 1.185 -3.035
H: 2.087 -2.057 -5.543
H: -1.480 -4.989 -3.720
H: -0.057 -2.469 -4.640
H: -2.076 1.920 4.284
H: -2.690 0.104 -1.564
C: -2.505 -3.074 -3.890
C: -0.058 -3.556 -4.525
H: -2.625 -2.814 -4.943
C: -1.709 3.446 5.712
C: -2.159 0.362 -2.484
N: 0.931 0.259 0.800
C: 0.728 3.790 4.525
H: 0.474 -0.467 -1.109
H: 0.075 0.082 4.013
C: -0.123 2.805 4.028
H: -3.353 -3.726 -3.656
C: 0.637 -0.270 1.997
H: 1.261 -3.290 -2.867
H: 1.146 -4.938 -3.439
H: 0.663 -1.347 2.089
H: 1.239 -1.660 -0.034
F: 2.996 -1.754 -2.801

Properties
* gap between HOMO and LUMO: 0.2334 Eh
* net charge: +2

Löwdin atomic charge list, values in e, 4 entries: atom 1 (O): -0.026, atom 2 (H): 0.157, atom 3 (O): -0.210, atom 4 (C): -0.184

=====

No. 3
The following is a quantum chemistry calculation of 2 unconnected molecules or ions with the total composition C2H2BrFO in a non-equilibrium geometry, from OMol25.

Geometry (Å):
H: -0.631 -0.403 -1.386
F: 0.190 1.681 -0.171
O: -0.310 -1.765 0.084
C: 0.280 0.481 0.343
Br: 3.153 -0.079 -0.010
C: -0.248 -0.648 -0.381
H: 0.525 0.445 1.397

Properties
* gap between HOMO and LUMO: 0.2378 Eh
* net charge: 0
* energy above the lowest of the compared OMol25 structures with the same formula, charge and spin: 1.942 eV

Löwdin atomic charge list, values in e, 4 entries: atom 1 (H): 0.141, atom 2 (F): 0.099, atom 3 (O): 0.095, atom 4 (C): -0.118

=====

No. 4
The following is a quantum chemistry calculation of 15 unconnected molecules or ions with the total composition C17H64N14O20 in a non-equilibrium geometry, from OMol25.

Geometry (Å):
C: -14.055 -11.644 -15.359
C: -11.009 -10.446 -6.568
O: -18.878 -12.971 -13.368
C: -17.902 -8.463 -10.416
N: -10.626 -11.954 -11.321
H: -16.170 -5.818 -11.065
H: -14.782 -12.393 -8.796
H: -17.671 -14.492 -6.458
N: -10.831 -11.057 -7.709
H: -15.154 -12.245 -6.769
N: -16.758 -14.908 -6.339
H: -10.084 -11.607 -10.542
H: -15.041 -16.168 -12.667
H: -20.099 -10.070 -12.241
C: -14.323 -6.488 -10.747
H: -12.965 -14.650 -9.117
H: -18.105 -13.141 -13.911
O: -14.739 -12.326 -16.083
H: -11.354 -11.913 -7.826
C: -11.785 -15.579 -7.649
H: -14.175 -7.498 -9.044
O: -9.201 -13.537 -11.840
O: -14.071 -8.243 -7.275
H: -14.762 -12.693 -10.441
H: -13.933 -8.716 -12.962
H: -20.967 -11.611 -12.153
H: -12.022 -7.867 -14.379
N: -17.604 -9.405 -11.207
O: -13.252 -10.651 -11.178
H: -15.996 -15.448 -10.275
H: -11.163 -17.136 -8.687
C: -15.774 -14.092 -6.584
H: -10.432 -8.336 -15.378
N: -17.410 -8.819 -9.250
O: -13.148 -6.414 -11.029
O: -14.653 -14.537 -6.560
H: -10.707 -8.729 -5.780
H: -13.240 -5.431 -6.422
H: -13.887 -10.128 -11.673
H: -12.606 -16.284 -7.517
C: -18.854 -11.667 -12.862
C: -14.146 -7.172 -6.672
H: -12.362 -10.538 -15.135
C: -10.285 -12.978 -11.961
H: -15.788 -7.355 -9.754
H: -14.922 -5.289 -12.179
O: -17.294 -16.211 -11.595
C: -16.438 -15.158 -11.229
C: -12.189 -14.375 -8.403
H: -12.995 -11.119 -9.255
H: -10.971 -13.649 -13.711
N: -15.217 -6.495 -6.320
O: -14.737 -9.212 -12.809
N: -13.110 -6.432 -6.453
H: -14.433 -12.638 -13.706
O: -11.770 -10.765 -5.636
H: -12.073 -12.569 -12.959
H: -16.405 -14.855 -13.968
H: -11.172 -9.817 -12.462
N: -15.229 -5.889 -11.427
H: -14.375 -14.916 -11.902
H: -18.612 -12.319 -8.050
N: -11.192 -13.061 -12.920
H: -17.121 -10.124 -10.687
C: -10.295 -9.885 -14.291
C: -14.908 -11.868 -9.744
H: -16.920 -12.519 -6.868
H: -17.680 -16.018 -12.452
C: -15.347 -15.182 -12.316
O: -15.710 -14.396 -13.491
C: -11.014 -9.102 -13.269
H: -10.192 -8.992 -7.469
H: -11.569 -11.595 -11.279
O: -20.700 -10.790 -14.020
O: -18.411 -12.594 -8.945
H: -13.856 -10.975 -13.580
O: -14.470 -10.687 -6.243
C: -20.270 -11.020 -12.747
H: -17.426 -9.291 -12.195
H: -20.467 -11.477 -14.648
H: -17.125 -9.785 -9.180
N: -15.973 -12.834 -6.715
H: -15.438 -8.631 -13.106
H: -11.379 -13.960 -9.004
O: -10.138 -9.241 -15.501
H: -10.029 -10.871 -8.293
H: -16.940 -14.201 -11.090
O: -18.339 -7.377 -10.746
C: -13.822 -10.797 -9.888
H: -16.689 -15.894 -6.133
H: -14.419 -9.871 -6.742
O: -10.766 -16.345 -8.315
H: -18.432 -11.735 -11.859
N: -14.024 -11.812 -14.120
H: -10.955 -10.750 -14.355
H: -16.167 -6.780 -6.510
H: -10.437 -8.255 -12.898
O: -12.162 -8.603 -13.779
H: -18.882 -13.421 -9.053
N: -10.367 -9.317 -6.528
H: -11.235 -15.321 -6.744
O: -16.191 -11.355 -9.901
H: -13.180 -10.662 -16.711
N: -14.800 -7.144 -9.754
H: -14.128 -9.884 -9.376
H: -12.178 -6.810 -6.545
H: -9.359 -10.299 -13.918
H: -18.213 -11.092 -13.530
H: -13.643 -10.726 -5.762
H: -14.989 -5.574 -5.972
N: -13.152 -10.793 -15.710
H: -13.285 -13.765 -6.923
O: -12.601 -13.368 -7.468
H: -16.842 -11.972 -9.558
H: -17.409 -8.254 -8.412

Properties
* gap between HOMO and LUMO: 0.3173 Eh
* net charge: 0
* energy above the lowest of the compared OMol25 structures with the same formula, charge and spin: 5.845 eV

Löwdin atomic charge list, values in e, 4 entries: atom 1 (C): -0.842, atom 2 (C): -0.725, atom 3 (O): -0.068, atom 4 (C): -0.790

=====

No. 5
The following is a quantum chemistry calculation of a molecular structure, C7H14N4O in a non-equilibrium geometry, from OMol25.

Geometry (Å):
H: 0.722 -3.365 -14.353
N: -2.833 4.425 12.618
H: 0.109 -3.555 -12.610
H: -1.550 5.175 13.995
H: 3.073 -3.380 -12.946
H: 0.168 -5.041 -10.334
C: 2.058 -3.544 -12.351
H: -1.969 6.296 12.802
H: 1.713 -2.539 -11.868
N: 0.496 5.461 11.908
O: -3.333 3.038 10.762
C: 2.344 -4.792 -11.494
C: 1.110 -5.480 -10.883
N: 0.874 -4.011 -13.154
C: -1.076 3.898 11.223
C: 1.422 -5.820 -12.255
H: -3.835 4.492 12.924
C: -1.718 5.265 12.939
H: 1.528 -6.711 -12.883
H: -0.507 2.917 11.388
H: 0.691 6.180 12.508
N: -0.581 4.897 12.061
H: 3.325 -5.119 -11.357
C: -2.567 3.708 11.428
H: -0.922 3.963 10.063
H: 1.257 -6.358 -10.133

Properties
* gap between HOMO and LUMO: 0.2963 Eh
* net charge: +2
* energy above the lowest of the compared OMol25 structures with the same formula, charge and spin: 5.150 eV

Löwdin atomic charge list, values in e, 4 entries: atom 1 (H): 0.315, atom 2 (N): 0.105, atom 3 (H): 0.101, atom 4 (H): 0.151

=====

No. 6
The following is a quantum chemistry calculation of a molecular structure, C10H17BCl2F4MoO2 in a non-equilibrium geometry, from OMol25.

Geometry (Å):
B: -0.511 0.271 4.823
H: -2.072 -2.599 -0.690
C: 0.388 1.053 -1.397
C: -0.994 -0.809 -1.213
H: 3.157 0.694 -1.149
O: -0.235 1.645 1.421
Cl: 2.781 1.532 0.706
C: 1.211 -0.137 -1.483
H: -1.931 2.434 -0.630
H: 0.051 3.125 -1.038
H: -0.328 1.668 2.392
H: -3.023 -1.084 -0.621
H: -2.604 -1.800 -2.203
C: 0.820 2.475 -1.498
H: 0.914 2.749 -2.557
C: -0.968 0.616 -1.223
F: -1.873 0.198 5.253
C: -2.244 -1.631 -1.174
C: 0.793 -2.722 -1.291
H: 0.841 -3.100 -2.320
F: -0.319 -0.841 3.883
C: 0.366 -1.286 -1.303
H: 1.802 2.607 -1.009
Cl: 2.191 -1.047 1.482
Mo: 0.319 0.015 0.659
C: 2.687 -0.147 -1.755
H: 3.148 -1.108 -1.512
H: -3.010 0.965 -0.740
H: 2.857 0.061 -2.829
H: 0.042 -3.328 -0.756
F: 0.374 0.121 5.862
H: -0.687 -1.300 2.514
H: -2.478 1.792 -2.203
F: -0.245 1.505 4.103
O: -0.823 -1.273 1.514
H: 1.776 -2.835 -0.830
C: -2.172 1.521 -1.188

Properties
* gap between HOMO and LUMO (spin up / spin down): 0.2351 / 0.2351 Eh
* net charge: 0
* energy above the lowest of the compared OMol25 structures with the same formula, charge and spin: 0.000 eV

Löwdin atomic charge list, values in e, 4 entries: atom 1 (B): -1.090, atom 2 (H): 0.088, atom 3 (C): -0.312, atom 4 (C): -0.249

=====

What is the net charge in the fifth record? +2

=====

Look up the net charge of the fourth one. 0

=====

Copy entry 3 word for word.
The following is a quantum chemistry calculation of 2 unconnected molecules or ions with the total composition C2H2BrFO in a non-equilibrium geometry, from OMol25.

Geometry (Å):
H: -0.631 -0.403 -1.386
F: 0.190 1.681 -0.171
O: -0.310 -1.765 0.084
C: 0.280 0.481 0.343
Br: 3.153 -0.079 -0.010
C: -0.248 -0.648 -0.381
H: 0.525 0.445 1.397

Properties
* gap between HOMO and LUMO: 0.2378 Eh
* net charge: 0
* energy above the lowest of the compared OMol25 structures with the same formula, charge and spin: 1.942 eV

Löwdin atomic charge list, values in e, 4 entries: atom 1 (H): 0.141, atom 2 (F): 0.099, atom 3 (O): 0.095, atom 4 (C): -0.118